This record from the Open Molecules 2025 dataset describes C5H5N in the gas phase at a distorted geometry. The level of theory is the ωB97M-V functional and the def2-TZVPD basis.

Properties
F_max	1.2	eV/Å
multiplicity	1
HOMO-LUMO gap (alpha / beta)	7.19 / 7.58	eV

Geometry as XYZ:
```
11
Properties=species:S:1:pos:R:3:forces:R:3:nbo_charge:R:1
C 1.1494 0.2065 -0.8529 -0.0932 0.0458 0.1413 -0.657
C -0.2147 -0.0440 -0.2823 -0.0920 -0.1430 -0.1262 0.058
C -0.5739 -0.0682 1.0365 0.4708 0.2554 0.0163 -0.362
C 0.3126 0.3764 2.0846 -0.8609 -0.7112 -0.3100 -0.079
C -1.2674 -0.3329 -1.2347 -0.6190 -0.1161 -0.5619 0.228
N -2.1350 -0.5060 -1.9833 0.8802 0.1141 0.6746 -0.260
H 1.8610 0.3843 -0.0449 -0.1064 0.0336 -0.1465 0.255
H 1.4689 -0.6632 -1.4451 -0.0850 0.1974 0.1783 0.243
H 1.1158 1.0656 -1.5347 0.0059 -0.1556 0.1124 0.243
H -1.5960 -0.4142 1.2215 0.1238 0.2577 0.1630 0.217
H -0.1207 -0.0043 3.0353 0.3758 0.2218 -0.1413 0.115
```
Forces are in eV/Å.

---

This record from the Open Molecules 2025 dataset describes 4 unconnected molecules or ions with the total composition C10H22O4 at a distorted geometry. The level of theory is the ωB97M-V functional and the def2-TZVPD basis.

Properties
F_max	4.0	eV/Å
multiplicity	2
total charge	+1
HOMO-LUMO gap (alpha / beta)	6.81 / 2.79	eV

Geometry as XYZ:
```
36
Properties=species:S:1:pos:R:3:forces:R:3:mulliken_spin:R:1
C 1.7779 5.4718 -0.2886 -0.7453 -0.2796 -0.1913 0.004
C 1.5463 4.0670 -0.6706 -0.7541 0.1799 -0.7065 0.002
O 2.1932 3.2019 -0.1734 1.3049 -1.8729 1.1880 0.010
C 0.5413 3.7294 -1.7109 -0.2150 -0.3313 -0.9717 -0.001
H 1.0005 6.0788 -0.7526 0.4402 0.4718 0.1660 0.000
H 2.7876 5.6336 -0.6659 -0.0173 0.7305 0.3339 0.000
H 1.6925 5.4479 0.7978 0.3996 0.6069 -0.0202 0.000
H -0.4678 3.7228 -1.2988 -0.0945 0.4542 -0.0471 0.001
H 0.7250 2.7373 -2.1234 0.1836 -0.0709 0.2216 0.003
H 0.6540 4.4257 -2.5419 -0.4936 0.1906 0.0377 0.000
C -1.9778 0.4254 -0.2941 -1.0244 0.2540 -0.0886 0.144
C -1.4530 -0.1313 -1.6294 0.8439 0.2570 1.6977 -0.031
O -0.6950 0.4782 -2.3404 -0.6642 -0.3153 0.5807 0.722
C -1.8817 -1.5467 -1.9469 -0.5205 0.2657 -1.9308 0.133
H -2.7218 1.1775 -0.5567 -0.1141 0.2081 -0.3511 -0.004
H -1.2748 0.9411 0.3601 0.7412 -0.3277 -0.1765 0.001
H -2.5513 -0.3793 0.1662 0.4540 0.0347 0.1884 0.005
H -1.8814 -1.4263 -3.0302 0.0714 -1.1534 -0.2705 -0.002
H -2.9051 -1.7874 -1.6592 0.1438 0.4397 0.4741 0.004
H -1.1962 -2.3194 -1.5986 0.3039 0.3632 0.0519 -0.001
C 0.4048 -3.3509 1.3140 1.0712 0.6461 0.3404 0.000
C -0.1666 -4.3525 2.2773 2.4018 -1.0543 1.5504 0.000
O 0.4303 -4.6342 3.3454 -2.2983 0.9251 -3.0780 0.000
C -1.3058 -5.1031 1.6750 -0.6523 -0.3842 1.2275 0.000
H 0.6387 -3.8116 0.3542 -0.0922 -0.2763 -0.0046 0.000
H 1.3466 -3.0081 1.7426 -0.0479 0.2096 -0.1199 0.000
H -0.2253 -2.4887 1.0958 -0.2593 0.0020 0.2492 0.000
H -2.0989 -4.4034 1.4110 -0.1387 0.0235 0.0282 0.000
H -1.6593 -5.7975 2.4372 -0.2603 -0.1670 -0.3235 0.000
H -1.0274 -5.6250 0.7594 0.2407 -0.0232 0.1272 0.000
C 1.6549 0.0697 0.8847 0.9210 0.7738 0.7926 0.000
O 0.9167 1.2071 1.3651 -0.3890 -1.0203 -0.6761 0.009
H 1.5572 -0.7647 1.5792 -0.2025 0.1018 -0.2387 0.000
H 1.4923 -0.2069 -0.1570 -0.6615 -0.1324 -0.1465 -0.001
H 2.6925 0.4035 0.8896 0.2998 -0.4884 0.0728 0.000
H 1.4371 1.9180 0.9839 -0.1761 0.7592 0.0131 0.001
```
Forces are in eV/Å.

---

This record from the Open Molecules 2025 dataset describes C9H10N2O4 in the gas phase at a distorted geometry. The level of theory is the ωB97M-V functional and the def2-TZVPD basis.

Properties
F_max	4.5	eV/Å
multiplicity	1
HOMO-LUMO gap (alpha / beta)	6.19 / 6.18	eV

Geometry as XYZ:
```
25
Properties=species:S:1:pos:R:3:forces:R:3:nbo_charge:R:1
C 0.0838 -1.8435 2.6857 -0.7077 1.8401 -2.3307 -0.270
C 0.8441 -2.0030 1.5951 1.2729 -1.5309 -0.7206 -0.006
C -0.7591 -0.6095 2.7174 0.1412 1.4513 0.6510 0.589
C 0.6078 0.3761 1.0278 -0.4733 -2.1524 1.5779 0.405
C 1.1852 1.3839 0.3352 2.0812 0.5070 -1.4293 -0.451
C 0.3223 1.9061 -0.7118 -2.7181 -0.8680 1.6633 0.104
C -0.0468 0.5912 -1.5800 -1.4513 2.6907 -3.0687 -0.004
C 1.2667 -1.2092 -0.6942 -1.2862 2.3623 2.4786 0.525
C -1.5002 0.1067 -1.2547 -1.0992 1.1402 0.8875 -0.120
N -0.3232 0.4162 1.9247 -0.5523 0.7987 -0.0281 -0.574
N 1.0682 -0.9823 0.6332 -0.6263 0.8095 -0.8641 -0.402
O -1.6841 -0.4380 3.5136 0.7310 -0.9856 -0.7982 -0.582
O 0.9077 -0.4526 -1.6913 0.5361 -0.8583 0.9551 -0.402
O 0.8040 2.8976 -1.4972 0.8475 1.3629 -1.1259 -0.706
O -2.5479 0.5230 -2.1815 2.3354 3.0538 2.2267 -0.687
H -0.2923 -2.5161 3.3817 0.3646 -1.7706 1.0452 0.251
H 1.4075 -2.8736 1.2246 -0.4823 -0.1641 0.9761 0.203
H 2.1436 1.1100 -0.1551 -0.2410 -0.1997 0.4597 0.164
H -0.7091 2.1734 -0.2433 1.5860 -0.0167 -0.9845 0.196
H 0.0187 1.0084 -2.6525 -0.6793 -0.8141 1.4442 0.242
H 1.6720 -2.0961 -1.0282 0.9810 -2.0184 -0.3397 0.190
H -1.8451 0.5889 -0.3109 0.6477 -0.6280 -0.4056 0.216
H -1.6344 -0.9690 -1.1578 0.6750 -0.2356 0.2289 0.175
H 1.7149 3.1611 -1.2776 -0.6102 -0.3779 0.1673 0.487
H -2.7044 -0.2497 -2.6029 -1.2725 -3.3962 -2.6661 0.457
```
Forces are in eV/Å.

---

Question: Look up the multiplicity of the third one.
Answer: 1

---

Question: What is the multiplicity in the third record?
Answer: 1

---

Question: Look up the F_max of the first one.
Answer: 1.2 eV/Å